[1]
{
  "formula": "C20H23N7O3",
  "method": "wB97M-V/def2-TZVPD",
  "elements": ["N", "C", "N", "C", "N", "C", "N", "C", "H", "C", "N", "C", "C", "H", "H", "H", "H", "C", "C", "C", "C", "C", "C", "C", "H", "H", "H", "H", "H", "H", "H", "H", "H", "H", "C", "N", "O", "O", "N", "H", "C", "C", "C", "C", "C", "O", "H", "H", "H", "H", "H", "H", "H"],
  "positions_angstrom": [[2.404, -3.075, 1.634], [1.558, -2.040, 1.670], [2.090, -0.854, 1.929], [1.252, 0.183, 1.963], [-0.013, 0.162, 1.581], [-0.594, -0.998, 1.259], [-1.793, -0.851, 0.676], [-2.762, -1.836, 0.263], [-3.740, -1.487, 0.612], [-2.775, -1.953, -1.267], [-2.662, -0.653, -1.910], [-3.016, 0.430, -1.030], [-2.208, 0.488, 0.289], [-2.822, 0.932, 1.081], [-1.311, 1.095, 0.173], [-2.892, 1.373, -1.564], [-4.083, 0.318, -0.803], [-1.521, -0.464, -2.788], [-0.143, -0.484, -2.163], [0.469, 0.697, -1.764], [1.743, 0.690, -1.225], [2.424, -0.505, -1.070], [1.825, -1.689, -1.461], [0.555, -1.677, -2.010], [0.117, -2.607, -2.343], [2.351, -2.626, -1.349], [3.418, -0.512, -0.649], [2.209, 1.619, -0.934], [-0.048, 1.637, -1.898], [-1.579, -1.251, -3.546], [-1.670, 0.496, -3.292], [-1.960, -2.598, -1.595], [-3.721, -2.421, -1.572], [-2.585, -2.805, 0.722], [0.144, -2.215, 1.469], [-0.402, -3.474, 1.647], [-1.550, -3.571, 2.082], [0.284, -4.480, 1.424], [1.757, 1.344, 2.424], [2.757, 1.374, 2.537], [1.005, 2.577, 2.435], [1.143, 3.359, 1.166], [2.211, 3.998, 0.604], [1.752, 4.540, -0.621], [0.441, 4.190, -0.711], [0.066, 3.475, 0.362], [-0.304, 4.392, -1.455], [2.320, 5.108, -1.329], [3.199, 4.078, 1.011], [1.344, 3.177, 3.285], [-0.047, 2.312, 2.561], [3.346, -2.912, 1.942], [2.013, -4.008, 1.549]],
  "atomic_forces_ev_per_a": [[0.09, -0.34, 0.04], [-0.32, -0.07, 0.04], [0.40, 0.13, 0.14], [-0.13, -0.82, -0.08], [-0.06, 0.27, 0.14], [0.06, -0.02, 0.13], [0.08, -0.05, 0.12], [-0.14, -0.57, -0.35], [0.06, -0.04, 0.01], [-0.28, 0.00, 0.02], [0.12, 0.02, -0.07], [-0.14, -0.07, 0.17], [-0.04, 0.52, -0.20], [0.04, 0.08, 0.01], [-0.28, -0.03, 0.00], [-0.06, 0.03, 0.05], [0.03, 0.16, 0.02], [-0.07, -0.05, -0.03], [-0.07, 0.04, -0.10], [-0.02, -0.07, -0.08], [0.09, 0.12, -0.03], [0.08, 0.01, -0.06], [0.07, -0.09, -0.09], [0.01, 0.00, -0.04], [-0.06, -0.08, -0.05], [0.05, -0.08, 0.02], [0.08, 0.00, 0.05], [0.02, 0.12, 0.04], [-0.07, 0.11, -0.02], [0.06, 0.11, -0.03], [0.05, -0.07, -0.07], [-0.03, -0.01, 0.04], [0.09, -0.15, 0.10], [-0.11, 0.27, -0.15], [0.69, 0.82, 0.03], [-0.53, -0.60, 0.19], [0.16, -0.08, 0.12], [-0.17, -0.14, -0.06], [0.21, 0.12, 0.10], [-0.07, -0.09, 0.05], [-0.17, 0.06, -0.21], [0.81, 0.19, 0.24], [-0.46, -0.27, 0.39], [-0.50, -0.11, -0.17], [0.58, 0.46, -0.52], [-0.40, -0.23, 0.22], [-0.18, -0.03, -0.04], [0.04, 0.13, -0.20], [0.20, -0.01, 0.16], [-0.12, -0.07, -0.10], [0.11, 0.15, 0.13], [-0.02, 0.08, 0.03], [0.21, 0.29, -0.04]],
  "homo_energy_ha": -0.2990,
  "gap_ev": 8.328,
  "mol_weight_g_mol": 409.4,
  "smiles": "Nc1nc(NCc2ccco2)nc(N2CCN(Cc3ccccc3)CC2)c1[N+](=O)[O-]",
  "lumo_energy_ev": 0.19,
  "spin_multiplicity": 1
}


[2]
{
  "formula": "C10H13N3S2",
  "method": "wB97M-V/def2-TZVPD",
  "elements": ["C", "C", "C", "C", "C", "C", "C", "C", "C", "C", "N", "N", "N", "S", "S", "H", "H", "H", "H", "H", "H", "H", "H", "H", "H", "H", "H", "H"],
  "positions_angstrom": [[3.754, 0.630, -0.456], [2.385, 0.374, -0.645], [4.159, 0.251, 0.856], [1.590, -0.237, 0.375], [-0.442, 1.274, 0.368], [-0.192, -2.724, 0.843], [-0.380, -1.306, 1.337], [-0.642, -2.864, -0.518], [0.103, -0.340, 0.243], [-2.555, 2.478, 0.485], [3.351, -0.197, 1.816], [2.109, -0.568, 1.580], [-1.744, 1.288, 0.222], [0.608, 2.445, 0.870], [-0.620, -1.196, -1.321], [4.334, 1.187, -1.199], [1.927, 0.612, -1.561], [5.197, 0.400, 1.089], [0.842, -2.899, 0.844], [-0.725, -3.338, 1.372], [-1.470, -1.114, 1.437], [0.291, -1.116, 2.140], [0.059, -3.327, -1.175], [-1.668, -3.268, -0.742], [-2.004, 2.959, 1.298], [-2.730, 3.247, -0.299], [-3.575, 2.147, 0.899], [-2.112, 0.552, -0.534]],
  "atomic_forces_ev_per_a": [[-2.35, -0.89, 1.38], [1.04, -0.57, 1.30], [-0.40, 0.97, -1.21], [1.84, 0.24, -0.62], [1.70, -2.70, 0.68], [2.10, 3.80, -1.30], [-1.72, 0.93, -1.11], [-1.88, 0.83, -3.90], [-0.57, 0.63, -0.82], [-1.18, -0.22, 1.36], [1.37, -1.02, -0.19], [-0.12, 1.49, -1.69], [-2.35, -0.78, -3.19], [-0.81, -0.07, -0.16], [0.70, 1.29, 1.00], [0.04, -0.59, 0.44], [-0.67, 0.36, -1.00], [0.23, 0.05, 0.69], [1.46, -0.73, 0.49], [-2.44, -3.70, 3.66], [0.67, 0.00, 0.69], [-0.49, 0.06, 1.33], [0.32, -1.12, -0.09], [0.98, 0.22, 0.66], [-0.36, 0.26, -0.08], [0.47, -0.90, 0.02], [1.49, 0.43, -0.73], [0.94, 1.72, 2.41]],
  "homo_energy_ha": -0.3046,
  "gap_ev": 8.810,
  "mol_weight_g_mol": 239.4,
  "smiles": "CNC(=S)[C@@]1(c2cccnn2)CCCS1",
  "lumo_energy_ev": 0.52,
  "spin_multiplicity": 1
}


[3]
{
  "formula": "C2H5N3S",
  "method": "wB97M-V/def2-TZVPD",
  "elements": ["C", "C", "H", "H", "H", "H", "H", "N", "N", "N", "S"],
  "positions_angstrom": [[-0.333, -1.141, 0.034], [1.571, 0.379, -0.040], [-1.115, 1.222, 0.856], [-1.253, 1.287, -0.783], [0.439, -1.843, 0.376], [-2.107, -0.647, -0.280], [1.812, 1.466, 0.090], [-0.599, 1.228, -0.022], [0.221, 0.144, -0.086], [-1.538, -1.515, -0.084], [2.904, -0.580, -0.061]],
  "atomic_forces_ev_per_a": [[0.84, -1.21, 0.59], [1.20, 1.20, 0.46], [0.04, 0.06, -0.15], [-0.06, -0.09, -0.44], [-0.24, 0.00, -0.55], [0.30, -1.20, -0.03], [-0.83, -0.87, -0.31], [-0.71, 1.38, 0.65], [0.75, -1.03, -0.11], [-0.19, 1.95, -0.02], [-1.11, -0.19, -0.10]],
  "homo_energy_ha": -0.3243,
  "gap_ev": 8.819,
  "mol_weight_g_mol": 103.2,
  "smiles": "[H]/N=C\\N(N)C=S",
  "lumo_energy_ev": 0.00,
  "spin_multiplicity": 1
}


Calculated values (kcal/mol) of ΔE to the lowest compared entry with this formula, charge and spin for the records, taken in order: 92.5 6.2 50.3.